Version one
The following is a DFT calculation (wB97M-V/def2-TZVPD) of 3 unconnected molecules or ions with the total composition C6H12O.

Properties
HOMO-LUMO gap = 10.7 eV
E_LUMO = 0.9 eV
HOMO energy = -9.74 eV

```
! wB97M-V def2-TZVPD RIJCOSX def2/J DEFGRID3
* xyz 0 1
C -2.415 -0.264 0.704
C -1.548 0.674 0.495
C -2.088 -0.005 -0.743
H -3.099 -0.731 1.394
H -1.016 1.520 0.916
H -1.477 -0.725 -1.303
H -2.830 0.533 -1.342
C -0.162 -1.976 0.929
O 0.299 -2.035 -0.185
H -1.068 -2.548 1.223
H 0.280 -1.345 1.728
C 2.270 0.623 0.141
C 1.513 1.106 -1.094
H 3.316 0.953 0.133
H 1.806 1.011 1.057
H 2.258 -0.472 0.186
H 1.967 0.697 -2.005
H 1.517 2.200 -1.170
H 0.475 0.782 -1.065
*
```

Here are the natural (NBO) charges for atoms 1 to 8, given in e: atom 1 (C): -0.21, atom 2 (C): -0.18, atom 3 (C): -0.43, atom 4 (H): 0.23, atom 5 (H): 0.23, atom 6 (H): 0.20, atom 7 (H): 0.18, atom 8 (C): 0.27

=====

Version two
The following is a DFT calculation (wB97M-V/def2-TZVPD) of 2 unconnected molecules or ions with the total composition C6H12O.

Properties
HOMO-LUMO gap = 10.2 eV
E_LUMO = 1.1 eV
HOMO energy = -9.10 eV

```
! wB97M-V def2-TZVPD RIJCOSX def2/J DEFGRID3
* xyz 0 1
C 0.277 -1.528 -0.896
C 0.609 -2.067 0.278
C 1.848 -1.217 0.446
C 1.441 -0.563 -0.912
H -0.550 -1.676 -1.585
H 0.151 -2.816 0.917
H 1.850 -0.535 1.304
H 2.799 -1.762 0.422
H 2.165 -0.679 -1.727
H 1.164 0.495 -0.828
C -2.033 0.724 -0.357
O -1.118 0.691 0.704
C -0.572 1.952 0.974
H -2.444 -0.283 -0.464
H -1.544 1.010 -1.303
H -2.857 1.430 -0.165
H 0.245 1.807 1.686
H -0.168 2.425 0.063
H -1.318 2.631 1.414
*
```

Here are the natural (NBO) charges for atoms 1 to 8, given in e: atom 1 (C): -0.19, atom 2 (C): -0.18, atom 3 (C): -0.42, atom 4 (C): -0.42, atom 5 (H): 0.20, atom 6 (H): 0.20, atom 7 (H): 0.20, atom 8 (H): 0.20

=====

On energetic grounds, version two is preferred over the next structure by 124.8 kJ/mol.